Entry one
{"formula": "H12IO6", "method": "ωB97M-V with the def2-TZVPD basis set", "total_charge": -1, "multiplicity": 1, "gap_ev": 8.464, "e_homo_ev": -5.20, "species": ["I", "O", "H", "H", "O", "H", "H", "O", "H", "H", "O", "H", "H", "O", "H", "H", "O", "H", "H"], "coordinates": [[0.364, 0.627, -0.270], [-1.850, -0.301, 2.584], [-1.082, 0.032, 2.121], [-2.199, 0.459, 3.049], [2.251, 1.399, -3.141], [1.946, 1.277, -2.242], [2.869, 0.682, -3.284], [0.694, 1.704, 3.336], [0.539, 1.687, 2.392], [1.458, 1.142, 3.464], [-0.294, -2.395, -2.480], [0.233, -1.881, -1.867], [0.161, -3.234, -2.543], [0.961, -2.795, 0.728], [0.268, -3.339, 1.100], [0.579, -1.918, 0.681], [-2.669, 2.408, -1.242], [-1.872, 2.875, -1.495], [-2.358, 1.573, -0.893]]}

Entry two
{"formula": "H12IO6", "method": "ωB97M-V with the def2-TZVPD basis set", "total_charge": -1, "multiplicity": 1, "gap_ev": 8.565, "e_homo_ev": -5.51, "species": ["I", "O", "H", "H", "O", "H", "H", "O", "H", "H", "O", "H", "H", "O", "H", "H", "O", "H", "H"], "coordinates": [[0.190, 0.272, -0.544], [3.560, -0.352, 0.835], [3.707, -0.662, 1.757], [2.676, 0.027, 0.796], [-2.899, 1.272, 1.288], [-2.097, 1.078, 0.685], [-3.378, 1.583, 0.491], [-1.239, -2.045, 1.798], [-0.753, -1.576, 1.000], [-1.360, -2.952, 1.428], [0.631, 2.467, 2.186], [0.768, 1.902, 1.429], [0.096, 1.947, 2.683], [-2.497, 1.145, -3.053], [-1.593, 0.916, -2.661], [-2.362, 1.959, -3.577], [2.501, -2.400, -1.967], [2.391, -2.871, -2.780], [1.658, -1.712, -1.793]]}

Stability check: which of them is least stable? entry two.

Entry one
{"formula": "C4H10N", "method": "ωB97M-V with the def2-TZVPD basis set", "total_charge": 1, "multiplicity": 1, "gap_ev": 6.098, "e_homo_ev": -12.11, "species": ["C", "C", "H", "H", "H", "H", "C", "C", "N", "H", "H", "H", "H", "H", "H"], "coordinates": [[-3.189, 2.160, 0.085], [-3.112, 0.839, -0.063], [-2.582, 2.735, 0.788], [-4.000, 2.631, -0.470], [-2.776, 0.120, 0.690], [-3.457, 0.315, -0.948], [1.018, -0.644, -0.175], [3.256, -1.668, 0.296], [2.532, -0.687, -0.096], [0.798, 0.425, -0.017], [0.700, -1.150, 0.737], [0.719, -0.913, -1.179], [2.870, -2.563, 0.761], [4.284, -1.414, 0.484], [2.940, -0.187, -0.892]]}

Entry two
{"formula": "C4H10N", "method": "ωB97M-V with the def2-TZVPD basis set", "smiles": "C=[NH+]CCC", "total_charge": 1, "multiplicity": 1, "gap_ev": 10.679, "e_homo_ev": -15.95, "species": ["C", "N", "C", "C", "C", "H", "H", "H", "H", "H", "H", "H", "H", "H", "H"], "coordinates": [[0.576, -1.928, 0.666], [0.374, -0.822, 1.245], [0.211, 0.480, 0.511], [-0.279, 0.329, -0.901], [-0.765, 1.715, -1.369], [0.841, -2.014, -0.378], [0.924, -2.864, 1.098], [0.263, -0.874, 2.244], [-0.396, 1.143, 1.122], [1.227, 0.855, 0.543], [0.475, -0.023, -1.608], [-1.089, -0.379, -1.094], [-0.775, 1.746, -2.456], [-0.171, 2.573, -1.049], [-1.754, 1.884, -0.942]]}

Stability check: which of them is least stable? entry one.

Entry one
{"formula": "C4H10N", "method": "ωB97M-V with the def2-TZVPD basis set", "smiles": "C[C@H]1C[C@@H]1[NH3+]", "total_charge": 1, "multiplicity": 1, "gap_ev": 11.492, "e_homo_ev": -15.39, "species": ["C", "C", "C", "C", "N", "H", "H", "H", "H", "H", "H", "H", "H", "H", "H"], "coordinates": [[1.673, -0.280, 1.009], [0.568, -0.323, 0.047], [-0.748, -0.843, 0.381], [-0.530, 0.636, 0.069], [-1.082, 0.996, -1.236], [1.317, -0.249, 1.979], [2.271, 0.668, 0.900], [2.210, -1.166, 0.902], [0.884, -0.431, -0.983], [-1.418, -1.485, -0.249], [-0.806, -1.241, 1.355], [-0.738, 1.324, 0.863], [-2.158, 0.771, -1.356], [-0.615, 0.331, -1.918], [-0.808, 1.985, -1.584]]}

Entry two
{"formula": "C4H10N", "method": "ωB97M-V with the def2-TZVPD basis set", "total_charge": 1, "multiplicity": 1, "gap_ev": 4.249, "e_homo_ev": -12.92, "species": ["C", "C", "C", "C", "N", "H", "H", "H", "H", "H", "H", "H", "H", "H", "H"], "coordinates": [[-2.194, 0.749, 0.825], [-2.296, -0.334, -0.279], [-0.803, -0.612, -0.669], [0.364, -0.018, -0.171], [4.126, -0.023, 0.174], [-1.098, 0.531, 1.114], [-2.102, 1.737, 0.389], [-2.860, 0.733, 1.683], [-2.785, -1.202, 0.222], [-2.902, -0.041, -1.146], [-0.648, -1.415, -1.365], [1.074, 0.300, -0.992], [3.125, -0.012, -0.153], [4.215, 0.180, 1.151], [4.674, 0.636, -0.359]]}

Stability check: which of them is least stable? entry two.

Entry one
{"formula": "C3H6N4O", "method": "ωB97M-V with the def2-TZVPD basis set", "smiles": "[H]/N=c1\\ncn(O)n1C", "multiplicity": 1, "gap_ev": 9.286, "e_homo_ev": -8.97, "species": ["H", "N", "C", "N", "C", "N", "O", "N", "C", "H", "H", "H", "H", "H"], "coordinates": [[-3.018, -0.781, -0.448], [-2.375, 0.124, -0.521], [-1.160, -0.317, -0.240], [-0.881, -1.698, 0.181], [0.386, -1.658, 0.372], [0.969, -0.445, 0.140], [2.082, -0.374, -0.675], [0.087, 0.432, -0.362], [0.203, 1.719, 0.425], [1.058, -2.561, 0.741], [1.734, -0.394, -1.627], [-0.535, 2.541, 0.038], [0.175, 1.383, 1.596], [1.275, 2.029, 0.380]]}

Entry two
{"formula": "C3H6N4O", "method": "ωB97M-V with the def2-TZVPD basis set", "multiplicity": 1, "gap_ev": 6.918, "e_homo_ev": -6.98, "species": ["C", "C", "C", "H", "H", "H", "H", "H", "H", "N", "N", "N", "N", "O"], "coordinates": [[0.442, -0.674, -0.252], [-1.920, -0.017, -0.116], [0.260, 0.747, 0.076], [1.577, -1.582, 1.377], [2.839, -1.226, -0.431], [-1.589, -2.197, -0.355], [-3.290, 0.996, 0.174], [2.315, 1.128, 0.255], [1.429, 2.419, -0.594], [1.582, -1.350, -0.015], [-0.966, -1.108, -0.149], [-3.087, 0.057, 0.162], [1.420, 1.680, 0.051], [-1.014, 1.127, -0.182]]}

Stability check: which of them is least stable? entry two.

Entry one
{"formula": "C3H6N4O", "method": "ωB97M-V with the def2-TZVPD basis set", "multiplicity": 1, "gap_ev": 8.363, "e_homo_ev": -8.26, "species": ["C", "C", "C", "H", "H", "H", "H", "H", "H", "N", "N", "N", "N", "O"], "coordinates": [[-2.326, -0.137, 0.145], [2.290, -0.218, -0.036], [1.173, 0.807, 0.090], [-2.123, 0.032, 1.708], [-3.068, 0.832, -0.465], [-2.447, -1.401, -0.001], [-0.132, -1.917, -0.886], [3.435, 0.061, 0.307], [0.288, 2.648, -0.281], [0.119, -0.130, 0.139], [0.518, -1.404, -0.054], [1.974, -1.446, -0.079], [1.309, 2.102, -0.098], [-1.009, 0.171, -0.489]]}

Entry two
{"formula": "C3H6N4O", "method": "ωB97M-V with the def2-TZVPD basis set", "multiplicity": 1, "gap_ev": 9.198, "e_homo_ev": -9.13, "species": ["C", "C", "C", "H", "H", "H", "H", "H", "H", "N", "N", "N", "N", "O"], "coordinates": [[-0.504, 0.665, 0.162], [1.131, -1.239, -0.142], [-2.679, -0.082, -0.113], [-0.163, 2.830, -0.083], [1.347, 1.478, 0.758], [-0.701, -1.088, 0.502], [0.708, -1.337, -1.037], [1.247, -2.020, 0.392], [2.252, -0.059, -0.912], [0.321, 1.696, -0.027], [-0.102, -0.453, 0.667], [-1.780, 0.983, -0.088], [-3.435, -1.022, -0.030], [2.359, -0.352, -0.050]]}

Stability check: which of them is least stable? entry one.

Entry one
{"formula": "C3H6N4O", "method": "ωB97M-V with the def2-TZVPD basis set", "smiles": "Nc1cnn(O)c1N", "multiplicity": 1, "gap_ev": 8.816, "e_homo_ev": -8.06, "species": ["N", "C", "C", "N", "N", "O", "C", "N", "H", "H", "H", "H", "H", "H"], "coordinates": [[1.810, -0.766, 0.118], [0.405, -0.683, 0.058], [-0.489, -1.810, 0.014], [-1.701, -1.487, -0.231], [-1.746, -0.137, -0.361], [-2.718, 0.529, 0.403], [-0.337, 0.444, 0.020], [-0.315, 1.785, 0.054], [2.203, -1.166, 1.032], [2.251, 0.223, 0.113], [-0.216, -2.772, -0.144], [-3.049, -0.187, 0.842], [-1.186, 2.272, 0.117], [0.322, 2.348, -0.523]]}

Entry two
{"formula": "C3H6N4O", "method": "ωB97M-V with the def2-TZVPD basis set", "smiles": "N/N=C1/CNN=CO1", "multiplicity": 1, "gap_ev": 9.758, "e_homo_ev": -8.99, "species": ["N", "N", "C", "C", "N", "N", "C", "O", "H", "H", "H", "H", "H", "H"], "coordinates": [[2.448, 0.429, -0.427], [1.499, -0.763, -0.204], [0.433, -0.415, 0.377], [-0.858, -1.274, 0.241], [-1.987, -0.513, -0.265], [-2.005, 0.760, -0.216], [-1.042, 1.421, 0.017], [0.289, 0.878, 0.498], [3.417, 0.336, -0.067], [2.172, 1.160, 0.451], [-1.194, -1.821, 1.257], [-0.187, -2.050, -0.313], [-2.017, -0.698, -1.268], [-0.968, 2.549, -0.081]]}

Entry three
{"formula": "C3H6N4O", "method": "ωB97M-V with the def2-TZVPD basis set", "smiles": "[H]/N=C\\N(N)/C=N\\C=O", "multiplicity": 1, "gap_ev": 9.701, "e_homo_ev": -9.77, "species": ["H", "N", "C", "N", "N", "C", "N", "C", "O", "H", "H", "H", "H", "H"], "coordinates": [[0.879, -2.696, -0.308], [0.198, -2.881, 0.437], [-0.387, -1.801, 0.766], [-0.117, -0.527, 0.248], [1.069, -0.517, -0.509], [-0.904, 0.569, 0.600], [-0.748, 1.827, 0.379], [-0.112, 2.356, -0.731], [0.215, 1.833, -1.785], [-1.246, -1.786, 1.438], [0.908, 0.020, -1.322], [1.853, -0.111, 0.068], [-1.723, 0.306, 1.290], [0.115, 3.406, -0.570]]}

Entry four
{"formula": "C3H6N4O", "method": "ωB97M-V with the def2-TZVPD basis set", "multiplicity": 1, "gap_ev": 9.185, "e_homo_ev": -9.49, "species": ["C", "C", "C", "H", "H", "H", "H", "H", "H", "N", "N", "N", "N", "O"], "coordinates": [[-0.849, 0.396, -2.072], [0.556, -0.882, 2.147], [-0.526, -0.683, 1.164], [0.261, 0.423, -2.375], [-1.200, 1.295, -2.497], [-1.331, -0.603, -2.375], [-0.147, 1.665, -0.185], [2.314, -0.696, -0.066], [0.298, -0.868, 3.279], [-0.844, 0.713, -0.499], [0.061, -0.243, 0.087], [1.430, 0.244, 0.380], [1.694, -0.256, 1.712], [-1.717, -0.504, 1.299]]}

Stability check: which of them is least stable? entry four.

Entry one
{"formula": "C3H6N4O", "method": "ωB97M-V with the def2-TZVPD basis set", "smiles": "Nn1[nH]cc/c1=N\\O", "multiplicity": 1, "gap_ev": 8.602, "e_homo_ev": -7.83, "species": ["N", "N", "N", "C", "C", "C", "N", "O", "H", "H", "H", "H", "H", "H"], "coordinates": [[0.695, 2.053, 0.173], [0.637, 0.621, -0.405], [1.822, -0.051, 0.065], [1.494, -1.396, 0.200], [0.146, -1.664, -0.090], [-0.439, -0.234, -0.181], [-1.461, 0.521, -0.154], [-2.592, -0.400, 0.307], [0.626, 2.591, -0.636], [-0.040, 2.423, 0.767], [2.432, 0.443, 0.792], [2.441, -2.008, -0.058], [-0.452, -2.679, -0.279], [-3.336, 0.189, -0.373]]}

Entry two
{"formula": "C3H6N4O", "method": "ωB97M-V with the def2-TZVPD basis set", "multiplicity": 1, "gap_ev": 8.588, "e_homo_ev": -7.82, "species": ["C", "C", "C", "H", "H", "H", "H", "H", "H", "N", "N", "N", "N", "O"], "coordinates": [[1.814, -0.819, 0.376], [0.847, 1.324, -0.227], [-1.094, 0.676, -0.213], [1.812, -1.818, 0.158], [1.432, -0.832, 1.464], [2.790, -0.289, 0.373], [1.675, 1.977, -0.170], [-3.795, -0.505, 0.305], [-0.751, -1.101, -1.176], [0.988, -0.038, -0.492], [-0.271, 1.819, 0.027], [-2.284, 0.617, 0.289], [-0.315, -0.432, -0.641], [-2.848, -0.578, -0.075]]}

Entry three
{"formula": "C3H6N4O", "method": "ωB97M-V with the def2-TZVPD basis set", "smiles": "OCC1=NN=CNN1", "multiplicity": 1, "gap_ev": 9.206, "e_homo_ev": -8.60, "species": ["O", "C", "C", "N", "N", "C", "N", "N", "H", "H", "H", "H", "H", "H"], "coordinates": [[-2.468, 0.238, 0.706], [-1.973, -0.562, -0.348], [-0.417, -0.184, -0.578], [0.372, -1.212, -0.190], [1.873, -1.176, 0.146], [2.125, 0.033, 0.355], [1.229, 1.260, 0.076], [-0.112, 1.175, -0.480], [-2.093, -0.100, 1.682], [-1.793, -1.567, -0.037], [-2.402, -0.082, -1.351], [3.260, 0.101, 0.756], [1.662, 2.133, -0.396], [-0.824, 1.558, 0.261]]}

Stability check: which of them is least stable? entry one.

Entry one
{"formula": "C3H11N2O", "method": "ωB97M-V with the def2-TZVPD basis set", "total_charge": 1, "multiplicity": 1, "gap_ev": 11.049, "e_homo_ev": -14.07, "species": ["C", "C", "O", "N", "H", "H", "H", "H", "H", "C", "N", "H", "H", "H", "H", "H", "H"], "coordinates": [[2.184, 1.133, -0.374], [0.694, 0.991, -0.764], [0.091, 0.161, -0.059], [0.144, 1.673, -1.750], [2.501, 0.103, -0.206], [2.329, 1.868, 0.394], [-0.637, 1.156, -2.137], [0.611, 2.350, -2.327], [2.795, 1.535, -1.175], [-2.109, -1.868, 0.974], [-0.746, -1.639, 1.655], [-0.224, -1.210, 0.859], [-0.793, -0.946, 2.413], [-0.355, -2.482, 2.060], [-2.320, -1.001, 0.343], [-2.893, -1.759, 1.727], [-2.016, -2.781, 0.422]]}

Entry two
{"formula": "C3H11N2O", "method": "ωB97M-V with the def2-TZVPD basis set", "total_charge": 1, "multiplicity": 1, "gap_ev": 9.089, "e_homo_ev": -13.74, "species": ["C", "C", "N", "H", "H", "H", "H", "H", "H", "N", "C", "O", "H", "H", "H", "H", "H"], "coordinates": [[-1.982, 1.082, -1.068], [0.193, 2.116, -1.278], [-0.568, 1.234, -0.768], [-2.508, 0.695, -0.198], [-2.110, 0.378, -1.888], [-2.415, 2.043, -1.340], [-0.252, 2.945, -1.818], [1.263, 2.015, -1.153], [-0.037, 0.565, -0.141], [0.986, -2.609, 0.917], [0.285, -1.421, 1.222], [1.013, -0.159, 0.867], [1.107, -2.724, -0.083], [1.906, -2.660, 1.336], [-0.622, -1.322, 0.628], [0.044, -1.384, 2.281], [1.891, -0.270, 1.249]]}

Stability check: which of them is least stable? entry two.